Entry 1:
ORCA calculation (the ωB97M-V functional and the def2-TZVPD basis) on a molecular structure, C7H7EuO6.

Properties
charge	+1
gap between HOMO and LUMO (spin up / spin down)	4.898 / 5.380	eV
multiplicity	8
ΔE to the lowest compared entry with this formula, charge and spin	67.2	kJ/mol
electronic energy	-38975.3827	eV
E_LUMO (spin up / spin down)	-4.527 / -4.421	eV

Geometry as XYZ:
```
21
Properties=species:S:1:pos:R:3:forces:R:3:lowdin_spin:R:1
O -2.94602 -1.55261 -0.96615 2.103 1.127 0.682 0.0234
C -1.98199 -1.03789 -0.63355 -2.628 -1.354 -0.927 0.0326
Eu 0.32121 0.04875 -0.03017 0.477 0.270 0.147 6.9987
O -1.15418 0.33438 3.35133 0.048 -0.139 -0.648 0.0252
C -0.96703 0.14751 2.25586 -0.429 0.150 1.145 0.0340
C 0.75197 -0.27057 -2.45153 -3.756 -0.502 3.032 -0.1044
O 1.87965 0.09890 -2.55611 1.271 0.129 -1.310 -0.0500
C -1.01041 2.22963 -0.84436 -1.175 3.082 -1.430 0.0282
O -1.37284 3.22035 -1.29217 0.933 -2.766 1.216 0.0202
C 1.04388 -2.40816 0.33599 1.929 -3.988 0.196 -0.0018
O 1.57560 -3.42159 0.37592 -1.631 2.966 -0.113 0.0038
H -0.15047 -0.68864 -2.95349 1.600 0.027 -2.486 -0.0127
C 3.57299 2.00856 2.29495 -0.199 -0.198 -0.341 0.0009
C 2.21703 1.44634 1.89411 0.775 0.221 -1.387 0.0065
O 2.32740 1.17633 0.35258 0.032 -0.300 3.099 -0.0096
H 4.31209 1.26952 1.99854 0.183 -0.067 0.230 0.0000
H 3.70935 2.28556 3.34763 -0.337 -0.193 -0.275 0.0000
H 3.75532 2.87238 1.66421 0.092 0.338 0.131 0.0001
H 2.00788 0.47446 2.35518 0.050 0.108 -0.229 0.0032
H 1.37593 2.13511 2.06356 0.228 -0.166 -0.070 0.0011
H 2.24318 2.01704 -0.06557 0.435 1.256 -0.661 0.0007
```
Positions in Å, forces in eV/Å.

Entry 2:
ORCA calculation (the ωB97M-V functional and the def2-TZVPD basis) on C7H7F2N in the gas phase.

Properties
gap between HOMO and LUMO (spin up / spin down)	8.475 / 9.431	eV
multiplicity	3
electronic energy	-14292.7310	eV
E_LUMO (spin up / spin down)	0.763 / -1.128	eV

Geometry as XYZ:
```
17
Properties=species:S:1:pos:R:3:forces:R:3:lowdin_spin:R:1
C 0.87482 -1.09744 -1.23748 1.021 -3.031 -0.876 0.0763
C -1.25541 -0.77806 0.37322 -1.139 1.948 0.585 0.0508
C -1.48136 -2.04451 0.77141 1.991 -0.280 1.354 0.3565
C -0.08586 0.04590 0.79903 1.754 -3.701 -2.886 0.0353
C 0.71091 0.02441 -0.49744 0.272 2.352 -0.444 0.4444
C -2.09302 -0.02982 -0.48381 -0.214 0.266 0.051 0.4085
C 1.09427 1.32776 -1.14072 1.712 0.508 0.302 0.0609
N 1.14564 -2.09962 -1.79362 -0.530 1.357 0.482 0.2823
F -3.30256 -0.32130 -0.87741 -0.579 -1.194 0.000 0.0938
F -1.91898 1.25323 -0.84387 0.808 -0.387 0.569 0.0901
H -2.13382 -2.58690 0.18446 -1.517 -1.462 -0.549 0.0231
H -0.79030 -2.53389 1.51874 -1.036 0.588 -1.099 0.0191
H -0.34104 0.97244 1.04186 -1.008 4.088 0.961 -0.0009
H 0.59501 -0.33320 1.52264 -0.050 -0.864 1.095 0.0171
H 0.26697 1.77970 -1.68678 -0.427 0.290 0.618 0.0258
H 1.84695 1.25205 -2.03735 -0.745 -0.082 2.260 0.0055
H 1.42470 1.94515 -0.19596 -0.312 -0.397 -2.422 0.0115
```
Positions in Å, forces in eV/Å.

Entry 3:
ORCA calculation (the ωB97M-V functional and the def2-TZVPD basis) on 2 unconnected molecules or ions with the total composition C7H7FN2O.

Properties
gap between HOMO and LUMO	9.613	eV
multiplicity	1
ΔE to the lowest compared entry with this formula, charge and spin	235.7	kJ/mol
electronic energy	-15113.4739	eV
E_LUMO	0.819	eV

Geometry as XYZ:
```
18
Properties=species:S:1:pos:R:3:forces:R:3:nbo_charge:R:1
C 0.40655 2.06171 -2.65125 0.652 0.441 -1.129 -0.3508
C 0.71869 0.72781 -3.07712 0.614 0.697 -1.666 -0.0189
C -0.06536 1.89141 -1.38952 -0.518 2.113 -0.291 -0.0161
C 0.83829 -2.20776 2.93852 -0.552 2.768 1.583 0.7219
C -1.16872 0.09173 1.42268 -1.417 -0.865 -4.085 -0.3898
C -0.67864 -1.16840 0.70651 -0.817 -0.760 0.180 -0.2494
C -0.49126 -0.06566 0.06340 -0.300 0.017 0.138 0.2090
N 0.43301 -0.16168 -2.17105 -0.733 0.038 0.989 -0.2494
N -0.12169 0.57596 -1.10895 0.935 -1.164 -0.244 -0.2215
O 1.13664 -1.07983 3.19080 -0.656 -1.308 0.198 -0.5139
F -0.25990 -2.80895 3.49503 1.156 0.248 -0.734 -0.3431
H 0.54042 3.03890 -3.21098 -0.189 -1.598 0.923 0.2385
H 1.17170 0.45426 -4.08548 -0.733 0.117 1.709 0.2176
H -0.37707 2.77172 -0.81776 -0.118 -1.091 0.512 0.2352
H -2.18678 0.48124 1.45892 -0.197 -0.642 -0.167 0.1819
H -0.60138 0.42687 2.15850 2.561 1.556 3.374 0.1826
H 1.42801 -2.75989 2.26731 0.233 -1.681 -0.847 0.1336
H -0.72253 -2.26945 0.81045 0.079 1.116 -0.446 0.2325
```
Positions in Å, forces in eV/Å.

Entry 4:
ORCA calculation (the ωB97M-V functional and the def2-TZVPD basis) on C7H7FNP in the gas phase.

Properties
gap between HOMO and LUMO	8.217	eV
multiplicity	1
ΔE to the lowest compared entry with this formula, charge and spin	60.9	kJ/mol
electronic energy	-20865.0739	eV
E_LUMO	0.171	eV

Geometry as XYZ:
```
17
Properties=species:S:1:pos:R:3:forces:R:3:nbo_charge:R:1
C 1.85600 0.42512 -1.35243 2.357 1.091 -2.967 -0.1668
C 0.92976 1.33546 -1.79090 -0.035 -2.839 2.307 -0.2774
C 1.76656 -0.23196 -0.13902 -1.489 1.340 -0.573 -0.2849
C -0.77425 0.64774 -0.11899 5.338 -0.808 0.495 0.0967
C -0.33186 1.41551 -1.18938 -1.142 -0.042 0.930 0.3385
C 0.61129 -0.15138 0.53420 -5.313 1.485 -0.932 -0.2539
C -3.05335 0.92772 0.64174 -1.077 1.586 0.804 0.0073
N -2.02903 0.32043 0.30768 2.003 -1.137 -0.938 -0.4374
F -1.17849 2.27220 -1.81984 -0.388 -0.189 0.138 -0.3363
P 0.31125 -0.67600 2.21198 -0.816 0.567 0.753 0.3385
H 2.79821 0.27937 -2.04528 -1.858 0.328 1.672 0.2110
H 1.06435 1.71133 -2.71936 0.229 1.665 -2.633 0.2238
H 2.65020 -0.57036 0.26597 1.573 -1.349 1.069 0.2219
H -3.88019 0.19442 0.72350 -0.284 1.303 0.394 0.1902
H -3.10754 2.07363 0.88235 -0.171 -2.034 -0.583 0.1689
H 1.27784 -1.61852 2.17212 1.211 -1.078 0.278 -0.0334
H -0.70510 -1.63853 2.01172 -0.138 0.111 -0.215 -0.0065
```
Positions in Å, forces in eV/Å.

Entry 5:
ORCA calculation (the ωB97M-V functional and the def2-TZVPD basis) on C7H7FO2 in the gas phase.

Properties
gap between HOMO and LUMO	9.660	eV
multiplicity	1
ΔE to the lowest compared entry with this formula, charge and spin	94.4	kJ/mol
electronic energy	-14182.6596	eV
E_LUMO	0.496	eV

Geometry as XYZ:
```
17
Properties=species:S:1:pos:R:3:forces:R:3:nbo_charge:R:1
C 0.71950 1.60838 0.59753 -2.121 -4.030 -1.555 -0.2223
C 1.62038 0.43706 0.57653 -1.308 1.168 -0.496 -0.1719
C -0.52120 1.53989 0.05978 3.224 -0.733 2.327 -0.1360
C 1.22674 -0.78228 0.30429 0.432 -3.114 -0.992 -0.2587
C -2.52989 -0.01908 -0.13194 2.766 -0.296 -0.721 0.4741
C -1.01052 0.22582 -0.39678 -1.009 -1.417 0.566 -0.4082
C -0.20301 -1.15423 0.12211 -1.898 3.758 0.565 0.6038
O -3.22670 0.62632 0.55873 -1.163 1.377 1.188 -0.4964
O -0.51223 -2.18685 -0.67677 -0.091 0.024 -1.602 -0.6918
F -0.79127 -1.48791 1.36010 0.365 0.381 0.329 -0.3817
H 1.15708 2.39867 1.01720 1.171 3.578 1.268 0.1987
H 2.61731 0.74888 0.58436 1.698 -0.216 0.286 0.2111
H -1.01967 2.45939 0.07024 -1.509 0.803 -0.421 0.2277
H 1.87044 -1.66722 0.01821 -0.141 1.304 0.750 0.2092
H -2.86395 -0.88025 -0.65426 -0.724 -1.274 -0.675 0.1109
H -0.92392 0.33226 -1.46096 0.012 -0.775 -1.069 0.2446
H -0.12631 -2.98616 -0.32972 0.296 -0.539 0.253 0.4869
```
Positions in Å, forces in eV/Å.

Entry 6:
ORCA calculation (the ωB97M-V functional and the def2-TZVPD basis) on a molecular structure, C7H7HgO5S.

Properties
charge	+1
gap between HOMO and LUMO	7.389	eV
multiplicity	1
ΔE to the lowest compared entry with this formula, charge and spin	0.0	kJ/mol
electronic energy	-32609.1746	eV
E_LUMO	-4.957	eV

Geometry as XYZ:
```
21
Properties=species:S:1:pos:R:3:forces:R:3:nbo_charge:R:1
O -0.26531 4.52980 -0.87441 0.082 -2.462 -0.351 -0.4547
C -0.22728 3.40283 -1.05029 -0.080 2.369 0.323 0.4654
Hg -0.29512 -0.15818 -1.54959 -0.189 -0.224 0.272 0.8446
C -0.17167 -2.78117 -1.18512 -0.118 -3.215 -0.179 0.4373
O -0.23483 -3.91153 -1.32655 0.144 2.707 0.332 -0.4164
C -0.30361 -0.24313 -3.80184 0.122 0.707 0.649 0.2061
O -0.36019 -1.26018 -4.41269 0.144 2.692 0.910 -0.4079
C 2.51861 0.04412 -1.46788 2.510 0.015 -0.030 0.4517
O 3.64879 0.02859 -1.58456 -2.082 0.029 0.169 -0.4261
C -3.03791 -0.00921 -1.30377 -3.990 -0.077 -0.070 0.4534
O -4.18220 -0.04104 -1.40363 3.517 0.104 0.264 -0.4280
H -0.22570 0.94921 -3.85618 -0.181 -2.605 -1.831 0.2228
C -0.81516 0.03255 3.35641 -0.264 0.108 -0.056 -0.6968
S -0.30149 -0.10270 1.61058 0.441 -0.117 0.226 0.0805
C 1.49519 -0.15535 1.90379 0.077 0.090 -0.259 -0.7369
H -1.90239 0.13893 3.35895 0.182 -0.015 0.139 0.2435
H -0.34657 0.91705 3.81180 -0.228 -0.312 -0.220 0.2329
H -0.52151 -0.88216 3.89020 -0.137 0.317 -0.240 0.2339
H 1.94864 0.76206 1.50551 -0.001 -0.303 0.269 0.2244
H 1.67152 -0.22964 2.98893 0.011 -0.007 -0.570 0.2472
H 1.90815 -1.03086 1.39031 0.041 0.201 0.250 0.2231
```
Positions in Å, forces in eV/Å.